1.
{"formula": "C5H13FN", "method": "the ωB97M-V functional and the def2-TZVPD basis", "total_charge": 1, "e_above_lowest_ev": 0.962, "multiplicity": 1, "gap_ev": 13.52, "lumo_energy_ha": -0.102, "species": ["C", "C", "C", "C", "C", "N", "F", "H", "H", "H", "H", "H", "H", "H", "H", "H", "H", "H", "H", "H"], "xyz": [[-0.05, 1.71, -0.12], [-0.47, -0.81, 1.37], [-1.13, -1.27, -1.13], [2.15, 0.40, 0.10], [0.71, 0.39, -0.52], [-0.07, -0.81, -0.10], [2.67, -0.86, -0.10], [-0.04, 1.74, 0.93], [-1.05, 1.92, -0.43], [0.63, 2.41, -0.55], [-1.20, -0.04, 1.58], [-0.79, -1.78, 1.81], [0.38, -0.53, 1.90], [-2.06, -0.72, -1.15], [-0.79, -1.33, -2.15], [-1.32, -2.31, -0.88], [3.01, 1.03, -0.22], [1.93, 0.66, 1.17], [0.71, 0.22, -1.65], [0.71, -1.46, -0.04]]}

=====

2.
{"formula": "C3H6F4NP", "method": "the ωB97M-V functional and the def2-TZVPD basis", "e_above_lowest_ev": 1.692, "multiplicity": 1, "gap_ev": [7.66, 7.06], "lumo_energy_ha": [0.015, -0.004], "species": ["C", "C", "C", "N", "F", "F", "F", "F", "P", "H", "H", "H", "H", "H", "H"], "xyz": [[0.81, -3.05, 0.55], [0.11, -0.72, 1.02], [-0.77, 2.91, -0.80], [0.66, -1.76, 0.21], [-0.22, 2.80, 0.49], [-0.89, 4.19, -1.10], [-1.96, 2.35, -0.75], [0.46, 0.31, -1.41], [0.88, -1.34, -1.42], [1.07, -3.80, -0.29], [-0.20, 2.49, -1.68], [0.37, -3.26, 1.52], [0.54, 0.26, 0.94], [-0.87, -0.38, 0.76], [0.01, -0.99, 1.97]]}

=====

3.
{"formula": "C2H7INOPS2", "method": "the ωB97M-V functional and the def2-TZVPD basis", "e_above_lowest_ev": 0.000, "multiplicity": 1, "gap_ev": 8.37, "lumo_energy_ha": -0.005, "species": ["C", "C", "N", "O", "P", "S", "S", "I", "H", "H", "H", "H", "H", "H", "H"], "xyz": [[-2.42, -0.90, -0.04], [-1.55, 0.25, 0.50], [2.14, 1.62, -0.42], [0.90, -0.72, -1.04], [1.55, -0.27, 0.33], [3.10, -1.27, 0.92], [-0.13, -0.22, 1.58], [4.12, 1.61, -0.28], [-3.06, -0.45, -0.84], [-1.65, -1.46, -0.56], [-3.05, -1.52, 0.65], [-2.12, 0.96, 1.14], [-1.10, 0.81, -0.40], [1.84, 2.24, 0.29], [1.43, -0.68, -1.83]]}

=====

4.
{"formula": "ClH5OSi2", "method": "the ωB97M-V functional and the def2-TZVPD basis", "e_above_lowest_ev": 3.503, "multiplicity": 1, "gap_ev": 8.88, "lumo_energy_ha": -0.037, "species": ["O", "Si", "Si", "Cl", "H", "H", "H", "H", "H"], "xyz": [[-0.67, 1.00, -0.22], [0.48, -1.14, -0.25], [-1.76, 2.03, -0.15], [-1.58, -1.84, 0.17], [1.10, -0.43, 0.95], [1.24, -2.56, -0.16], [0.71, -0.74, -1.71], [-2.74, 2.75, -1.04], [-2.13, 2.45, 1.09]]}

=====

5.
{"formula": "C26H31FN4O2", "method": "the ωB97M-V functional and the def2-TZVPD basis", "e_above_lowest_ev": 0.120, "multiplicity": 1, "gap_ev": 8.89, "lumo_energy_ha": 0.016, "species": ["C", "H", "O", "C", "C", "C", "C", "C", "C", "F", "H", "H", "C", "N", "C", "C", "H", "H", "C", "N", "C", "C", "C", "N", "H", "H", "N", "C", "O", "C", "H", "H", "C", "H", "H", "C", "C", "C", "C", "C", "C", "C", "H", "H", "H", "H", "H", "H", "H", "H", "C", "C", "H", "H", "H", "H", "H", "H", "H", "H", "H", "H", "H", "H"], "xyz": [[-2.60, -0.15, 2.96], [-2.52, -1.09, 3.52], [-3.48, -0.28, 1.87], [-3.20, -1.21, 0.92], [-2.08, -2.02, 0.88], [-1.89, -2.94, -0.14], [-2.83, -3.05, -1.15], [-3.96, -2.25, -1.14], [-4.13, -1.34, -0.12], [-5.23, -0.55, -0.12], [-4.70, -2.31, -1.92], [-2.69, -3.77, -1.95], [-0.63, -3.77, -0.13], [0.52, -2.88, -0.19], [0.68, -2.28, -1.51], [1.66, -1.12, -1.43], [1.82, -0.70, -2.43], [1.22, -0.34, -0.81], [3.00, -1.58, -0.86], [3.92, -0.48, -0.68], [3.82, 0.64, 0.08], [4.97, 1.38, -0.13], [5.71, 0.61, -1.03], [5.08, -0.50, -1.35], [6.67, 0.82, -1.45], [5.21, 2.32, 0.31], [2.71, 0.90, 0.88], [2.44, 2.09, 1.51], [3.16, 3.05, 1.45], [1.13, 2.07, 2.27], [0.83, 1.05, 2.52], [1.27, 2.63, 3.19], [0.02, 2.75, 1.45], [0.35, 3.76, 1.19], [-0.88, 2.84, 2.06], [-0.31, 2.00, 0.15], [-1.42, 2.71, -0.58], [-2.75, 2.38, -0.35], [-3.77, 3.05, -1.01], [-3.46, 4.06, -1.91], [-2.14, 4.40, -2.14], [-1.13, 3.72, -1.48], [-0.10, 3.99, -1.67], [-1.90, 5.18, -2.84], [-4.26, 4.58, -2.42], [-4.79, 2.78, -0.82], [-3.00, 1.60, 0.35], [-0.62, 0.98, 0.39], [0.57, 1.97, -0.48], [2.03, 0.16, 0.95], [2.81, -2.39, 0.43], [1.77, -3.49, 0.22], [2.14, -4.21, -0.53], [1.61, -4.02, 1.16], [2.48, -1.75, 1.25], [3.77, -2.83, 0.73], [3.49, -2.23, -1.60], [1.03, -3.03, -2.24], [-0.30, -1.91, -1.83], [-0.57, -4.32, 0.81], [-0.63, -4.49, -0.96], [-1.32, -1.95, 1.65], [-1.60, 0.17, 2.64], [-3.04, 0.61, 3.60]]}

=====

6.
{"formula": "C5H12N3", "method": "the ωB97M-V functional and the def2-TZVPD basis", "total_charge": 1, "e_above_lowest_ev": 3.016, "multiplicity": 1, "gap_ev": 9.81, "lumo_energy_ha": -0.143, "species": ["C", "C", "C", "C", "C", "N", "N", "N", "H", "H", "H", "H", "H", "H", "H", "H", "H", "H", "H", "H"], "xyz": [[2.15, -0.80, -0.27], [2.12, 0.29, 0.57], [0.15, -0.84, 0.49], [-1.28, -1.08, 0.74], [0.21, 1.69, 0.72], [0.92, -1.48, -0.27], [-1.76, -0.23, -1.98], [0.85, 0.39, 1.14], [2.94, -1.13, -0.79], [2.93, 0.92, 0.69], [-1.94, 0.77, -1.89], [-1.64, -0.62, -0.16], [-1.76, -0.93, 1.67], [-1.43, -2.16, 0.44], [-0.32, 2.12, 1.51], [1.08, 2.27, 0.45], [-0.37, 1.55, -0.21], [-1.13, -0.19, -2.79], [-2.52, -0.81, -2.23], [0.80, 0.27, 2.17]]}

=====

7.
{"formula": "C18H38BN7O4", "method": "the ωB97M-V functional and the def2-TZVPD basis", "e_above_lowest_ev": 0.000, "multiplicity": 1, "gap_ev": 2.99, "lumo_energy_ha": -0.042, "species": ["C", "C", "N", "C", "C", "C", "O", "C", "N", "N", "C", "N", "N", "C", "C", "N", "B", "O", "O", "H", "H", "H", "H", "H", "H", "H", "H", "H", "H", "H", "H", "H", "H", "H", "H", "H", "H", "H", "H", "C", "C", "C", "C", "C", "C", "N", "O", "C", "C", "C", "H", "H", "H", "H", "H", "H", "H", "H", "H", "H", "H", "H", "H", "H", "H", "H", "H", "H"], "xyz": [[0.54, -0.02, -0.72], [1.14, -1.11, -1.39], [0.98, -2.45, -0.94], [-0.10, -3.20, -1.06], [-1.37, -2.75, -1.69], [-2.61, -3.38, -1.03], [-3.24, -4.21, -2.00], [-3.58, -2.35, -0.45], [-4.20, -2.76, 0.82], [0.09, -4.41, -0.53], [1.33, -4.40, -0.06], [1.91, -5.44, 0.55], [3.24, -5.40, 0.98], [4.00, -6.58, 0.55], [3.91, -6.76, -0.96], [1.93, -3.21, -0.26], [3.28, -2.62, 0.10], [3.60, -2.49, 1.41], [4.16, -2.22, -0.83], [-0.27, 0.51, -1.20], [0.87, 0.33, 0.26], [1.73, -0.98, -2.29], [-1.36, -2.94, -2.76], [-1.41, -1.67, -1.53], [-2.32, -4.04, -0.21], [-4.19, -4.09, -1.93], [-3.09, -1.38, -0.30], [-4.38, -2.18, -1.17], [-3.93, -2.15, 1.58], [-3.93, -3.70, 1.08], [1.36, -6.28, 0.66], [3.25, -5.30, 1.98], [5.03, -6.38, 0.83], [3.64, -7.49, 1.04], [4.74, -7.35, -1.32], [2.99, -7.28, -1.22], [3.87, -5.79, -1.46], [2.79, -2.38, 1.93], [3.85, -2.30, -1.73], [0.08, 6.59, -0.72], [0.23, 5.17, -0.13], [0.51, 5.28, 1.37], [-0.69, 5.73, 2.22], [-2.04, 5.33, 1.61], [-1.98, 4.14, 0.65], [-1.03, 4.45, -0.42], [-0.94, 3.51, -1.34], [-3.36, 3.99, 0.02], [-1.66, 2.85, 1.41], [1.44, 4.52, -0.78], [-0.10, 6.53, -1.79], [0.98, 7.19, -0.55], [-0.76, 7.12, -0.27], [0.85, 4.31, 1.74], [1.34, 5.97, 1.53], [-0.59, 5.30, 3.22], [-0.67, 6.81, 2.36], [-2.75, 5.11, 2.41], [-2.46, 6.18, 1.08], [-3.60, 4.87, -0.58], [-4.12, 3.90, 0.81], [-3.42, 3.11, -0.61], [-2.42, 2.66, 2.17], [-0.69, 2.87, 1.91], [-1.65, 2.00, 0.73], [2.33, 5.12, -0.56], [1.33, 4.46, -1.86], [1.60, 3.52, -0.39]]}

=====

8.
{"formula": "C15H52N8O11", "method": "the ωB97M-V functional and the def2-TZVPD basis", "e_above_lowest_ev": 3.618, "multiplicity": 1, "gap_ev": 8.95, "lumo_energy_ha": 0.002, "species": ["C", "C", "O", "H", "H", "H", "H", "H", "H", "C", "C", "O", "H", "H", "H", "H", "H", "H", "C", "C", "O", "H", "H", "H", "H", "H", "H", "C", "C", "O", "H", "H", "H", "H", "H", "H", "C", "O", "N", "N", "H", "H", "H", "H", "C", "O", "N", "N", "H", "H", "H", "H", "C", "O", "N", "N", "H", "H", "H", "H", "C", "O", "N", "N", "H", "H", "H", "H", "C", "O", "H", "H", "H", "H", "C", "O", "H", "H", "H", "H", "C", "O", "H", "H", "H", "H"], "xyz": [[2.54, -1.39, 4.68], [2.09, -0.71, 3.46], [1.67, -1.79, 2.56], [1.77, -1.78, 5.37], [2.90, -0.60, 5.32], [3.15, -2.24, 4.51], [2.90, -0.16, 3.07], [1.31, 0.07, 3.57], [0.88, -1.47, 2.10], [2.99, -0.95, -2.06], [3.21, -1.93, -0.87], [3.78, -1.16, 0.18], [3.92, -0.60, -2.55], [2.44, -0.01, -1.84], [2.54, -1.45, -2.88], [3.52, -2.91, -1.10], [2.20, -2.12, -0.48], [4.20, -1.75, 0.82], [-3.79, -1.28, 2.30], [-3.30, -2.43, 1.32], [-2.98, -1.94, 0.04], [-3.85, -1.70, 3.30], [-4.84, -0.98, 1.99], [-3.23, -0.39, 2.25], [-4.11, -3.21, 1.31], [-2.44, -2.82, 1.78], [-2.10, -1.52, 0.06], [1.19, -4.62, -0.09], [-0.17, -4.06, -0.38], [-0.83, -5.03, -1.24], [1.57, -3.91, 0.54], [1.86, -4.88, -0.87], [1.03, -5.54, 0.37], [-0.11, -3.05, -0.73], [-0.74, -4.08, 0.56], [-0.42, -5.00, -2.12], [-3.66, 0.88, -1.47], [-3.76, 2.11, -2.10], [-3.84, -0.18, -2.08], [-3.41, 0.65, -0.22], [-3.76, -0.20, -3.14], [-3.69, -1.09, -1.73], [-3.67, 1.43, 0.38], [-3.52, -0.27, 0.16], [-0.26, -0.04, -3.82], [0.38, 1.14, -3.43], [-0.40, -0.43, -5.02], [-0.80, -0.79, -2.90], [-0.14, 0.28, -5.68], [-1.11, -1.13, -5.42], [-0.84, -0.38, -2.02], [-1.35, -1.63, -3.14], [3.32, 2.65, 1.70], [3.81, 2.51, 0.41], [3.92, 3.47, 2.44], [2.29, 2.10, 2.21], [4.74, 3.95, 2.05], [3.58, 3.71, 3.46], [1.78, 1.43, 1.61], [2.13, 2.23, 3.24], [0.05, 0.04, 0.24], [-0.36, -1.11, 0.90], [-0.74, 0.72, -0.49], [1.24, 0.47, 0.18], [-1.75, 0.52, -0.44], [-0.53, 1.62, -0.95], [1.98, -0.18, 0.35], [1.38, 1.35, -0.22], [-1.27, 1.50, 2.78], [-0.41, 2.36, 3.30], [-0.70, 0.60, 2.68], [-1.59, 1.82, 1.81], [-2.16, 1.59, 3.37], [0.03, 2.83, 2.52], [-1.69, 3.61, -3.42], [-2.37, 3.48, -4.63], [-1.97, 4.44, -2.79], [-0.68, 3.76, -3.69], [-1.57, 2.77, -2.82], [-3.25, 3.14, -4.51], [0.54, 3.68, -0.30], [1.42, 2.90, -1.10], [-0.38, 3.56, -0.81], [0.73, 4.76, -0.47], [0.25, 3.49, 0.71], [1.29, 3.32, -1.94]]}

=====

9.
{"formula": "C3H11NO", "method": "the ωB97M-V functional and the def2-TZVPD basis", "e_above_lowest_ev": 1.011, "multiplicity": 1, "gap_ev": 10.41, "lumo_energy_ha": 0.036, "species": ["C", "O", "H", "H", "H", "C", "N", "C", "H", "H", "H", "H", "H", "H", "H", "H"], "xyz": [[-1.92, -1.68, 0.67], [-1.41, -0.44, 1.13], [-2.94, -1.54, 0.30], [-1.90, -2.38, 1.50], [-1.30, -2.10, -0.12], [1.14, 1.39, 0.49], [0.57, 0.71, -0.68], [1.62, 0.13, -1.50], [0.38, 1.93, 1.03], [1.97, 2.05, 0.20], [1.57, 0.63, 1.15], [-0.78, -0.10, 0.47], [0.04, 1.38, -1.22], [2.13, -0.62, -0.91], [1.18, -0.27, -2.41], [2.38, 0.86, -1.76]]}

=====

10.
{"formula": "C4H12BrLiO4", "method": "the ωB97M-V functional and the def2-TZVPD basis", "e_above_lowest_ev": 2.463, "multiplicity": 1, "gap_ev": 5.34, "lumo_energy_ha": -0.049, "species": ["Li", "Br", "C", "C", "O", "O", "H", "H", "H", "H", "H", "H", "C", "C", "O", "O", "H", "H", "H", "H", "H", "H"], "xyz": [[0.05, 1.10, -2.07], [-0.01, -0.67, -5.69], [-2.68, -2.56, 0.59], [-2.98, -3.23, 1.97], [-3.56, -4.49, 2.01], [-2.60, -1.11, 0.72], [-3.43, -2.87, -0.14], [-1.73, -2.90, 0.18], [-3.50, -2.46, 2.54], [-2.00, -3.26, 2.44], [-4.51, -4.37, 2.08], [-3.46, -0.80, 1.01], [3.13, 2.28, 0.12], [3.20, 3.44, -0.83], [2.00, 3.47, -1.60], [2.99, 1.11, -0.64], [2.28, 2.47, 0.77], [3.98, 2.21, 0.81], [4.03, 3.46, -1.53], [3.19, 4.37, -0.26], [1.91, 4.37, -1.92], [3.68, 0.45, -0.57]]}

=====

11.
{"formula": "C14H12BrN5O3S", "method": "the ωB97M-V functional and the def2-TZVPD basis", "multiplicity": 1, "gap_ev": 8.69, "lumo_energy_ha": 0.001, "species": ["O", "O", "Br", "N", "N", "O", "S", "C", "C", "C", "C", "C", "C", "C", "C", "C", "C", "C", "C", "N", "N", "N", "C", "C", "H", "H", "H", "H", "H", "H", "H", "H", "H", "H", "H", "H"], "xyz": [[3.30, -1.45, 2.25], [2.69, 1.93, 5.27], [-5.12, -2.05, -6.02], [1.34, 2.41, 0.89], [-0.91, -0.83, -0.57], [-1.11, -2.23, -0.69], [0.48, 1.94, -1.61], [2.94, -0.34, 2.57], [2.71, 1.43, 4.14], [1.31, 1.57, -0.10], [2.01, 1.77, 1.91], [2.36, 0.50, 1.54], [-1.45, 0.00, -1.44], [-2.88, -0.54, -4.93], [-4.22, -1.74, -3.35], [-2.05, -0.07, -3.88], [-3.38, -1.34, -2.31], [-3.95, -1.34, -4.67], [-2.28, -0.49, -2.56], [2.23, 2.28, 3.17], [1.89, 0.35, 0.28], [3.09, 0.13, 3.86], [-1.22, 1.46, -1.21], [3.63, -0.67, 4.97], [-0.52, -2.76, -0.10], [-2.74, -0.25, -5.98], [-5.03, -2.38, -3.23], [-1.20, 0.57, -4.07], [-3.58, -1.63, -1.28], [1.77, 3.14, 3.44], [1.83, -0.52, -0.23], [-1.37, 1.65, -0.15], [-1.91, 2.11, -1.76], [4.23, -1.52, 4.64], [4.31, -0.05, 5.62], [2.81, -1.04, 5.56]]}

=====

12.
{"formula": "C19H33F5N4OP", "method": "the ωB97M-V functional and the def2-TZVPD basis", "total_charge": 1, "multiplicity": 1, "gap_ev": 6.34, "lumo_energy_ha": -0.106, "species": ["F", "C", "F", "F", "C", "C", "C", "C", "C", "C", "F", "F", "N", "C", "C", "C", "C", "C", "C", "H", "H", "H", "H", "H", "H", "H", "H", "H", "H", "H", "H", "H", "H", "H", "O", "P", "N", "C", "C", "N", "C", "C", "N", "C", "C", "H", "H", "H", "H", "H", "H", "H", "H", "H", "H", "H", "H", "H", "H", "H", "H", "H", "H"], "xyz": [[1.51, 0.47, -3.75], [1.36, 0.91, -2.50], [0.67, -0.02, -1.82], [2.58, 1.06, -1.98], [0.61, 2.23, -2.47], [1.32, 3.37, -2.80], [0.65, 4.59, -2.82], [-0.70, 4.64, -2.51], [-1.42, 3.49, -2.19], [-2.88, 3.67, -1.84], [-3.39, 4.65, -2.60], [-2.98, 4.11, -0.58], [-3.69, 2.42, -2.01], [-4.66, 2.18, -0.90], [-5.47, 0.87, -1.09], [-5.26, 0.14, -2.43], [-5.19, 1.14, -3.61], [-4.51, 2.49, -3.29], [-0.74, 2.28, -2.16], [2.38, 3.34, -3.04], [1.16, 5.50, -3.10], [-1.18, 5.61, -2.53], [-3.11, 1.59, -2.10], [-5.35, 3.02, -0.89], [-4.17, 2.13, 0.07], [-5.16, 0.18, -0.30], [-6.53, 1.07, -0.90], [-6.11, -0.52, -2.59], [-4.33, -0.44, -2.44], [-6.22, 1.36, -3.90], [-4.74, 0.68, -4.49], [-3.81, 2.70, -4.10], [-5.28, 3.25, -3.22], [-1.26, 1.36, -1.89], [1.77, -1.96, 4.57], [2.44, -2.06, 3.22], [2.01, -3.68, 2.80], [2.77, -4.91, 2.85], [0.60, -3.92, 2.56], [4.08, -1.81, 3.75], [4.99, -2.89, 4.10], [4.19, -0.77, 4.78], [2.91, -1.64, 1.57], [1.94, -0.81, 0.86], [3.63, -2.49, 0.68], [2.69, -5.44, 1.90], [2.43, -5.58, 3.65], [3.84, -4.75, 3.01], [0.37, -3.91, 1.48], [-0.02, -3.15, 3.04], [0.28, -4.88, 2.97], [4.54, -3.62, 4.79], [5.89, -2.50, 4.56], [5.35, -3.43, 3.21], [3.95, -1.14, 5.78], [3.51, 0.06, 4.56], [5.20, -0.36, 4.79], [1.11, -1.42, 0.46], [2.40, -0.27, 0.04], [1.51, -0.07, 1.54], [2.97, -3.19, 0.13], [4.41, -3.07, 1.17], [4.14, -1.87, -0.06]]}

=====

13.
{"formula": "H14O7", "method": "the ωB97M-V functional and the def2-TZVPD basis", "e_above_lowest_ev": 1.969, "multiplicity": 1, "gap_ev": 10.46, "lumo_energy_ha": 0.006, "species": ["O", "H", "H", "O", "H", "H", "O", "H", "H", "O", "H", "H", "O", "H", "H", "O", "H", "H", "O", "H", "H"], "xyz": [[0.53, 2.83, -0.50], [0.09, 2.01, -0.24], [0.31, 3.39, 0.25], [-1.89, 0.68, 2.33], [-2.41, -0.09, 2.42], [-1.41, 0.61, 3.14], [-0.30, 0.00, 0.22], [-0.65, -0.46, -0.54], [-1.08, 0.20, 0.70], [1.25, 1.18, 2.00], [2.19, 1.03, 1.85], [0.86, 0.85, 1.19], [-2.43, -0.86, -1.19], [-2.37, -1.24, -2.05], [-2.42, -1.55, -0.59], [2.26, -1.42, 0.30], [1.41, -1.04, 0.56], [2.15, -1.97, -0.51], [0.99, -1.32, -2.82], [1.06, -1.11, -3.75], [1.85, -1.72, -2.78]]}

=====

E (eV)
-9595.609 -24855.001 -44785.006 -30405.459 -40238.344 -9841.196 -38573.881 -50835.830 -6826.235 -82778.194 -109182.482 -51114.386 -14559.493